Below is a molecular structure, C29H50BN6S7Sr, with properties calculated with the ωB97M-V functional and the def2-TZVPD basis.

Properties
Orbital gap   8.11 eV
LUMO   -1.705 eV
Charge   +1
E_HOMO   -9.82 eV
ΔE to the lowest compared entry with this formula, charge and spin   0.0 kJ/mol

Each line ends with the Mulliken charge.
Positions of all 94 atoms, in Å:
Sr: 0.32 0.11 0.24  0.233
C: 2.49 -1.97 3.48  -0.808
C: 1.37 -1.28 4.26  -1.031
S: -0.12 -1.11 3.25  0.419
C: -1.02 0.14 4.21  -1.115
C: -0.42 1.55 4.23  -1.028
S: -0.15 2.28 2.59  0.324
C: 1.46 3.11 2.83  -0.769
C: 2.19 3.35 1.51  -0.919
S: 2.82 1.90 0.64  0.381
C: 4.20 1.38 1.69  -1.389
C: 3.84 0.38 2.78  -0.225
S: 3.10 -1.08 2.02  0.258
H: 2.14 -2.93 3.09  0.195
H: 3.32 -2.19 4.15  0.583
H: 1.69 -0.30 4.61  0.369
H: 1.13 -1.88 5.14  0.505
H: -1.08 -0.22 5.24  0.576
H: -2.03 0.15 3.81  0.320
H: 0.53 1.57 4.76  0.546
H: -1.11 2.19 4.78  0.562
H: 2.06 2.50 3.50  0.131
H: 1.29 4.07 3.31  0.504
H: 3.03 4.03 1.68  0.584
H: 1.53 3.84 0.79  0.361
H: 4.66 2.27 2.12  0.525
H: 4.93 0.95 1.00  0.447
H: 3.14 0.82 3.48  -0.235
H: 4.75 0.11 3.33  0.510
C: 1.17 3.74 -4.47  -1.618
C: 2.16 2.65 -4.08  1.156
C: 3.01 2.32 -5.30  -2.184
C: 3.09 3.09 -2.95  -1.433
N: 1.41 1.42 -3.67  0.400
C: 1.54 0.19 -4.31  -0.216
C: 0.71 -0.67 -3.71  -1.654
N: 0.04 0.00 -2.69  2.087
B: -1.20 -0.77 -2.13  -3.490
N: -0.85 -2.03 -1.30  2.057
C: -1.95 -2.86 -1.07  -2.059
C: -1.50 -4.03 -0.63  -0.027
N: -0.11 -3.97 -0.57  0.351
C: 0.28 -2.74 -0.99  0.013
S: 1.87 -2.09 -1.04  -0.216
C: 0.64 -5.15 -0.03  1.154
C: 2.16 -4.98 -0.04  -1.983
C: 0.29 -6.35 -0.91  -1.652
C: 0.18 -5.36 1.41  -1.313
N: -2.16 0.21 -1.40  1.666
C: -2.74 1.15 -2.25  -1.865
C: -3.71 1.78 -1.60  -0.046
N: -3.76 1.26 -0.32  0.472
C: -2.82 0.28 -0.21  0.119
S: -2.45 -0.65 1.19  -0.220
C: -4.71 1.73 0.74  1.149
C: -5.60 0.57 1.19  -1.615
C: -3.91 2.33 1.90  -0.970
C: -5.60 2.82 0.15  -2.225
C: 0.49 1.29 -2.68  -0.072
S: 0.03 2.51 -1.54  -0.109
H: 1.73 4.62 -4.81  0.484
H: 0.54 4.04 -3.63  0.318
H: 0.53 3.40 -5.29  0.395
H: 3.53 3.23 -5.60  0.459
H: 2.41 1.99 -6.15  0.488
H: 3.77 1.56 -5.09  0.458
H: 3.68 3.94 -3.29  0.511
H: 3.77 2.28 -2.68  0.357
H: 2.53 3.38 -2.06  0.252
H: 2.20 0.03 -5.14  0.548
H: 0.52 -1.70 -3.92  0.756
H: -1.80 -1.15 -3.10  0.077
H: -2.95 -2.52 -1.26  0.763
H: -2.05 -4.91 -0.35  0.564
H: 2.55 -4.81 -1.04  0.446
H: 2.57 -5.91 0.35  0.561
H: 2.49 -4.16 0.59  0.288
H: 0.60 -6.17 -1.94  0.375
H: -0.77 -6.58 -0.90  0.377
H: 0.82 -7.23 -0.54  0.455
H: 0.38 -4.47 2.01  0.158
H: 0.72 -6.20 1.84  0.454
H: -0.88 -5.58 1.48  0.372
H: -2.40 1.26 -3.27  0.763
H: -4.37 2.56 -1.94  0.556
H: -5.02 -0.23 1.65  0.298
H: -6.16 0.17 0.35  0.398
H: -6.32 0.95 1.93  0.478
H: -3.30 1.59 2.39  -0.198
H: -4.61 2.75 2.63  0.553
H: -3.27 3.14 1.54  0.349
H: -6.20 2.45 -0.69  0.489
H: -5.03 3.69 -0.17  0.466
H: -6.29 3.15 0.93  0.463



Below is a molecular structure, C33H57FMnN2O2Si, with properties calculated with the ωB97M-V functional and the def2-TZVPD basis.

Properties
Orbital gap (alpha / beta)   7.79 / 8.48 eV
LUMO (alpha / beta)   0.617 / 0.610 eV
<S²>   8.757
E_HOMO (alpha / beta)   -7.17 / -7.87 eV
Spin multiplicity   6

Each line ends with the Löwdin spin population.
Positions of all 97 atoms, in Å:
O: 0.81 -1.44 0.40  0.044
O: 0.95 -0.13 -4.08  0.000
C: 2.26 -1.61 0.40  0.003
C: 2.75 -2.80 1.20  0.001
H: 2.64 -0.66 0.82  0.000
H: 2.58 -1.68 -0.65  0.000
H: 2.40 -2.77 2.24  0.000
H: 3.84 -2.78 1.22  0.000
H: 2.45 -3.74 0.73  0.000
C: 0.08 -2.66 0.06  0.005
C: 0.34 -3.16 -1.35  0.001
H: -0.99 -2.43 0.22  0.002
H: 0.38 -3.44 0.78  0.000
H: 0.35 -2.35 -2.08  0.000
H: -0.47 -3.86 -1.61  0.000
H: 1.28 -3.73 -1.42  0.000
C: -0.13 0.42 -4.85  0.000
C: 1.86 -0.91 -4.86  0.000
C: -1.43 -0.34 -4.68  0.000
H: 0.11 0.44 -5.94  0.000
H: -0.24 1.45 -4.48  0.000
H: -1.34 -1.39 -5.01  0.000
H: -2.22 0.10 -5.30  0.000
H: -1.77 -0.32 -3.63  0.000
C: 1.24 -2.08 -5.61  0.000
H: 2.61 -1.27 -4.15  0.000
H: 2.36 -0.24 -5.59  0.000
H: 0.64 -2.73 -4.96  0.000
H: 2.02 -2.71 -6.05  0.000
H: 0.62 -1.73 -6.44  0.000
H: 1.43 0.77 -2.04  0.000
N: -0.88 -0.84 3.46  0.050
C: -1.68 -0.23 4.35  0.017
C: -2.33 0.98 4.15  0.015
C: -2.42 1.71 2.97  0.018
C: -1.95 -0.97 5.63  0.002
H: -1.05 -1.41 6.07  0.000
H: -2.67 -1.78 5.49  0.001
H: -2.37 -0.26 6.35  0.000
C: -3.36 2.87 2.92  0.003
H: -4.07 2.81 2.09  0.000
H: -2.83 3.82 2.83  0.001
H: -3.93 2.88 3.85  0.000
N: -1.69 1.39 1.89  0.050
C: -0.54 -2.23 3.63  0.008
C: 0.68 -2.60 4.23  0.006
C: 1.65 -1.56 4.73  0.002
C: 0.97 -3.95 4.40  -0.001
H: 1.93 -4.22 4.84  0.000
C: 0.03 -4.93 4.05  0.007
H: 0.27 -5.99 4.22  0.000
C: -1.20 -4.55 3.53  -0.001
H: -1.95 -5.30 3.27  0.000
C: -1.51 -3.21 3.35  0.007
C: -2.89 -2.81 2.91  0.001
C: -1.90 2.00 0.63  0.007
C: -1.23 3.20 0.30  0.009
C: -0.20 3.76 1.22  0.001
C: -1.52 3.80 -0.93  -0.002
H: -1.03 4.75 -1.16  0.000
C: -2.39 3.19 -1.84  0.011
H: -2.63 3.68 -2.79  0.001
C: -2.96 1.95 -1.54  -0.002
H: -3.63 1.43 -2.23  0.000
C: -2.71 1.34 -0.31  0.011
C: -3.25 -0.03 0.01  0.006
Mn: -0.15 0.13 1.82  4.598
H: 2.45 -1.35 4.01  0.001
H: 2.13 -1.93 5.65  0.000
H: 1.17 -0.61 4.98  0.000
H: -2.92 -1.83 2.41  0.001
H: -3.58 -2.75 3.78  0.000
H: -3.31 -3.55 2.22  0.000
H: 0.20 4.69 0.79  0.000
H: 0.64 3.06 1.37  0.000
H: -0.61 3.98 2.21  0.001
H: -3.63 -0.09 1.04  0.000
H: -2.47 -0.81 -0.10  0.003
H: -4.07 -0.27 -0.67  0.000
H: -2.94 1.33 4.97  0.001
C: 1.40 1.87 -1.81  0.000
Si: 2.68 2.84 -2.79  0.000
H: 0.37 2.18 -2.05  0.000
H: 1.52 2.01 -0.73  0.000
C: 4.39 2.04 -2.97  0.000
C: 2.96 4.50 -1.93  0.000
C: 2.25 3.44 -4.53  0.000
H: 3.15 3.96 -4.90  0.000
H: 1.43 4.16 -4.53  0.000
H: 2.03 2.63 -5.24  0.000
H: 4.90 1.95 -2.00  0.000
H: 5.00 2.69 -3.62  0.000
H: 4.35 1.05 -3.44  0.000
H: 3.02 4.40 -0.84  0.000
H: 2.16 5.21 -2.19  0.000
H: 3.91 4.92 -2.30  0.000
F: 1.38 1.25 1.55  0.109



Below is a molecular structure, CH2ClNO3S, with properties calculated with the ωB97M-V functional and the def2-TZVPD basis.

Properties
Orbital gap (alpha / beta)   7.78 / 7.79 eV
LUMO (alpha / beta)   -1.682 / -1.681 eV
E_HOMO (alpha / beta)   -9.46 / -9.47 eV
ΔE to the lowest compared entry with this formula, charge and spin   709.6 kJ/mol

Each line ends with the Mulliken charge.
Positions of all 9 atoms, in Å:
C: -0.38 1.28 0.22  0.446
N: 0.00 0.61 -0.96  -0.072
O: -1.13 0.67 0.96  -0.514
O: -0.30 -0.60 -0.99  -0.130
O: 1.60 0.72 0.29  -0.393
S: -1.15 -1.50 0.36  0.033
Cl: 2.24 -0.78 0.23  0.050
H: -0.05 2.25 0.25  0.416
H: -0.83 -2.66 -0.36  0.164



| no. | E_tot (Ha) | largest force on an atom (eV/Å) |
| --- | --- | --- |
| 1 | -4306.55646 | 0.78 |
| 2 | -3092.06565 | 1.84 |
| 3 | -1177.89631 | 3.76 |